# 1
A structure of composition C29H49BBeBr3Cl5I2KNO6PS. Source: the OMol25 dataset; level of theory: ωB97M-V/def2-TZVPD.

Output
Net charge: +1
Energy, eV: -371087.55287
2S+1: 1
Frontier orbital gap, eV: 3.8808

XYZ file:
```
100
C29H49BBeBr3Cl5I2KNO6PS, DFT ωB97M-V/def2-TZVPD
C 1.382 4.910 4.050
C 1.112 3.697 2.981
C 0.195 2.467 3.558
C 0.629 0.972 3.043
C 0.794 0.819 1.417
C -0.495 0.042 0.692
C 0.074 -1.128 -0.309
C -0.307 -0.933 -1.893
P 1.131 -0.209 -2.968
C 1.489 -1.911 -3.774
C 1.899 -3.111 -2.755
C 3.422 -3.747 -3.031
S 4.301 -3.718 -1.338
B 2.954 -0.237 -2.318
O 4.087 -0.484 -3.257
O 3.324 0.013 -0.899
C 0.818 1.580 -2.397
I -0.985 2.298 -3.507
C 1.973 2.676 -2.778
C 2.421 2.665 -4.380
I 0.960 4.656 -2.532
H 1.848 5.810 3.422
H 2.197 4.624 4.854
H 0.376 5.298 4.511
H 2.135 3.324 2.492
H 0.507 4.179 2.071
H 0.295 2.456 4.741
H -0.956 2.594 3.282
H -0.109 0.118 3.391
H 1.668 0.719 3.571
H 1.819 0.274 1.229
H 0.884 1.874 0.886
H -1.207 -0.401 1.536
H -1.087 0.859 0.075
H -0.465 -2.137 0.034
H 1.232 -1.338 -0.114
H -0.618 -2.015 -2.292
H -1.291 -0.297 -1.928
H 0.754 0.243 -4.316
H 2.326 -1.862 -4.622
H 0.490 -2.227 -4.331
H 1.771 -2.898 -1.615
H 1.164 -4.022 -2.995
H 4.053 -3.052 -3.752
H 3.313 -4.845 -3.424
H 3.332 -3.720 -0.298
H 4.169 0.278 -3.904
H 2.993 0.962 -0.718
H 0.566 1.718 -1.264
H 2.876 2.740 -2.037
H 3.546 2.303 -4.423
H 2.444 3.796 -4.760
H 1.696 2.058 -5.068
N -2.344 9.238 5.646
C -1.883 9.210 4.356
C -1.826 7.894 3.952
C -2.275 7.102 5.035
C -2.592 7.957 6.067
H -2.482 10.073 6.200
H -1.633 10.126 3.837
H -1.498 7.544 2.982
H -2.360 6.023 5.060
H -2.969 7.764 7.062
Be 3.369 3.279 1.213
C 0.218 -7.591 -3.395
Br 1.527 -7.554 -1.956
Br -1.590 -7.307 -2.735
Br 0.672 -6.346 -4.819
H 0.247 -8.596 -3.827
C -3.792 -4.764 0.025
Cl -3.967 -6.430 -0.539
Cl -2.148 -4.171 -0.245
H -4.493 -4.128 -0.520
H -4.013 -4.725 1.094
C 1.171 1.209 7.263
C 0.617 0.677 8.357
C 0.658 1.380 9.654
O 0.152 0.893 10.657
C 1.334 2.691 9.696
C 1.888 3.223 8.602
C 1.847 2.520 7.304
O 2.353 3.007 6.302
H 1.150 0.706 6.303
H 0.116 -0.284 8.342
H 1.355 3.194 10.656
H 2.389 4.184 8.617
O -3.775 -10.222 -5.448
C -4.629 -9.224 -5.719
C -4.684 -8.220 -4.474
O -5.547 -7.228 -4.741
H -5.677 -9.504 -5.923
H -4.401 -8.595 -6.598
H -3.636 -7.932 -4.279
H -4.901 -8.849 -3.593
K 0.011 -1.756 -6.127
C -3.199 -1.151 -10.218
Cl -1.773 -0.750 -9.245
Cl -4.580 -0.150 -9.740
Cl -2.851 -0.949 -11.943
H -3.454 -2.199 -10.038
```

Atomic partial charges in e from the Mulliken method, atoms 1 to 8: -0.887, 0.261, -0.362, -1.058, 0.680, -0.652, 0.284, -0.609

***

# 2
A structure of composition C29H49CrGeN5OS. Source: the OMol25 dataset; level of theory: ωB97M-V/def2-TZVPD.

Output
Net charge: +3
Energy, eV: -136113.20320
2S+1: 4
Frontier orbital gap (spin up / spin down), eV: 6.0687 / 7.4183

XYZ file:
```
87
C29H49CrGeN5OS, DFT ωB97M-V/def2-TZVPD
Cr 0.590 1.318 0.565
O 0.061 2.908 4.010
C -0.093 2.644 2.852
N 0.938 2.457 1.931
C 2.295 2.814 2.302
C 3.220 2.165 1.321
C 4.588 2.386 1.308
C 5.366 1.725 0.373
C 4.756 0.850 -0.524
C 3.393 0.691 -0.463
N 2.629 1.340 0.436
C -1.425 2.438 2.196
C -2.590 2.960 2.712
C -3.765 2.801 1.984
C -3.710 2.125 0.773
C -2.500 1.618 0.332
N -1.368 1.763 1.030
H 2.499 2.486 3.326
H 2.426 3.900 2.292
H 5.031 3.079 2.010
H 6.435 1.886 0.341
H 5.334 0.305 -1.256
H 2.874 0.015 -1.132
H -2.561 3.491 3.654
H -4.699 3.212 2.345
H -4.595 1.986 0.169
H -2.431 1.093 -0.612
C -2.264 -4.751 2.482
C -2.477 -4.695 0.966
C -1.720 -3.587 0.227
C -2.177 -2.155 0.528
N -1.856 -1.718 1.892
C -0.715 -1.200 2.309
S 0.590 -0.883 1.159
N -0.515 -0.947 3.587
C 0.743 -0.574 4.251
C 1.447 -1.800 4.836
C 0.608 -2.570 5.857
C 0.219 -1.745 7.082
H -2.563 -5.727 2.859
H -2.874 -4.024 3.026
H -1.212 -4.604 2.741
H -3.545 -4.619 0.745
H -2.138 -5.642 0.545
H -1.852 -3.741 -0.847
H -0.649 -3.662 0.443
H -3.258 -2.071 0.414
H -1.699 -1.467 -0.166
H -2.497 -2.059 2.596
H -1.239 -1.232 4.238
H 0.494 0.139 5.036
H 1.389 -0.079 3.530
H 2.363 -1.448 5.314
H 1.734 -2.464 4.014
H 1.205 -3.421 6.187
H -0.284 -2.998 5.384
H 1.086 -1.222 7.487
H -0.175 -2.396 7.860
H -0.554 -1.003 6.865
C -2.107 -2.073 -4.974
C -0.949 -1.082 -4.919
C 0.110 -1.501 -3.903
C 1.364 -0.641 -3.895
Ge 1.190 1.357 -3.461
C -0.362 2.606 -3.941
C 0.127 3.458 -5.090
C 0.839 2.592 -6.130
C 1.382 3.376 -7.312
H -2.880 -1.723 -5.656
H -2.557 -2.210 -3.989
H -1.769 -3.046 -5.331
H -1.330 -0.089 -4.651
H -0.493 -1.002 -5.909
H 0.450 -2.513 -4.149
H -0.330 -1.555 -2.903
H 1.839 -0.594 -4.881
H 2.105 -1.014 -3.186
H 0.401 1.630 -0.954
H -0.619 3.170 -3.044
H -1.184 1.944 -4.223
H 0.802 4.240 -4.736
H -0.726 3.965 -5.549
H 0.165 1.804 -6.479
H 1.686 2.079 -5.603
H 0.556 3.803 -7.883
H 1.949 2.732 -7.981
H 2.026 4.193 -6.987
```

Atomic partial charges in e from the Mulliken method, atoms 1 to 8: -0.511, -0.531, -0.164, 0.022, -0.579, 0.155, -0.973, -0.326

***

# 3
A structure of composition C29H49N7O6PPbS. Source: the OMol25 dataset; level of theory: ωB97M-V/def2-TZVPD.

Output
Net charge: +1
Relative energy (zero: lowest compared OMol25 entry of this formula, charge and spin), kJ/mol: 35.69
Energy, eV: -78953.44240
2S+1: 1
Frontier orbital gap, eV: 8.4022

XYZ file:
```
94
C29H49N7O6PPbS, DFT ωB97M-V/def2-TZVPD
Pb 0.540 1.178 0.516
O 0.883 1.644 4.883
C 0.957 1.713 3.672
O 0.235 1.089 2.832
C 2.008 2.669 3.075
C 2.783 3.464 3.915
C 3.696 4.341 3.357
C 3.795 4.401 1.972
C 2.984 3.575 1.212
N 2.120 2.725 1.752
H 2.635 3.376 4.980
H 4.316 4.976 3.975
H 4.481 5.083 1.494
H 3.019 3.585 0.132
C -3.186 2.744 -1.659
N -3.862 2.417 -0.416
C -5.217 2.924 -0.352
P -3.378 1.092 0.505
O -1.910 0.938 0.373
N -4.235 -0.304 0.033
C -3.789 -1.463 0.791
C -4.260 -0.570 -1.394
N -3.894 1.284 2.062
C -5.261 1.076 2.488
C -3.024 1.903 3.042
H -3.067 3.830 -1.729
H -3.760 2.418 -2.534
H -2.205 2.273 -1.676
H -5.198 4.010 -0.471
H -5.653 2.689 0.611
H -5.856 2.509 -1.138
H -3.778 -1.213 1.850
H -2.777 -1.776 0.501
H -4.487 -2.285 0.621
H -4.596 0.321 -1.919
H -4.974 -1.374 -1.585
H -3.278 -0.868 -1.786
H -5.800 0.522 1.722
H -5.774 2.024 2.687
H -5.273 0.496 3.416
H -1.994 1.836 2.695
H -3.095 1.360 3.988
H -3.295 2.947 3.224
O 0.485 1.663 -2.158
S 1.608 1.183 -3.005
C 1.076 -0.511 -3.565
C 0.738 -0.450 -5.046
C 0.212 0.956 -5.302
C 1.237 1.881 -4.678
H 0.202 -0.731 -2.956
H 1.875 -1.213 -3.338
H 0.003 -1.210 -5.311
H 1.634 -0.618 -5.646
H -0.750 1.084 -4.803
H 0.083 1.157 -6.365
H 0.887 2.900 -4.547
H 2.172 1.877 -5.236
N 0.331 -1.366 0.550
C -0.057 -2.444 0.688
N -0.509 -3.650 0.808
C -0.390 -4.417 2.037
C 0.520 -5.625 1.780
O 0.029 -6.392 0.705
C -0.025 -5.655 -0.490
C -0.937 -4.429 -0.341
H -1.389 -4.769 2.318
H 0.001 -3.785 2.832
H 0.525 -6.291 2.644
H 1.547 -5.284 1.570
H -0.417 -6.337 -1.247
H 0.990 -5.337 -0.774
H -1.967 -4.761 -0.168
H -0.903 -3.811 -1.239
N -0.469 3.492 0.390
H -0.213 4.101 1.155
H -1.470 3.340 0.400
H -0.195 3.902 -0.494
C 5.415 1.037 0.456
C 4.183 0.355 -0.071
O 3.225 1.008 -0.454
C 4.202 -1.122 -0.176
C 5.295 -1.912 0.189
C 5.278 -3.277 -0.038
C 4.170 -3.883 -0.610
C 3.067 -3.111 -0.942
C 3.086 -1.747 -0.734
H 5.304 2.116 0.362
H 6.295 0.707 -0.093
H 5.551 0.793 1.510
H 6.155 -1.465 0.659
H 6.136 -3.873 0.239
H 4.169 -4.946 -0.804
H 2.195 -3.569 -1.383
H 2.237 -1.137 -0.995
```

Atomic partial charges in e from the Mulliken method, atoms 1 to 8: 1.794, -0.733, 0.115, -0.630, 0.296, -0.539, -0.391, -0.641

***

- The highest 2S+1 belongs to which entry?
  C29H49CrGeN5OS

***

- Which formula does entry 2 have?
  C29H49CrGeN5OS